<one>
ORCA calculation (ωB97M-V with the def2-TZVPD basis set) on a 2-piece molecular cluster, C3H13N2O overall.

## Properties
Spin multiplicity   2
Frontier orbital gap (spin up / spin down)   3.91 / 10.58 eV
HOMO level (spin up / spin down)   -0.11202 / -0.36598 Ha

Last column: natural (NBO) charge in e.
Cartesian coordinates (Å):
N1 -0.2571 0.6401 -1.1865  -1.097
C1 0.2444 0.6881 0.2259  -0.106
C2 -0.5047 1.7889 0.9541  -0.650
C3 0.1259 -0.6848 0.8902  -0.246
N2 0.3504 -0.6149 2.3039  -0.852
H1 -0.0024 -0.2132 -1.7455  0.421
H2 -1.2825 0.4483 -1.2635  0.328
H3 -0.0717 1.4885 -1.7799  0.290
H4 1.3033 0.9229 0.0967  0.211
H5 -1.5798 1.6461 0.9666  0.216
H6 -0.0603 1.8310 1.9469  0.238
H7 -0.3116 2.7876 0.5523  0.225
H8 0.8718 -1.3589 0.4622  0.200
H9 -0.7996 -1.1170 0.4589  0.187
H10 0.9696 -1.3121 2.7050  0.374
H11 -0.4635 -0.6819 2.8962  0.369
H12 1.2116 -2.0835 -2.4773  0.460
H13 0.0067 -2.2216 -3.4473  0.472
O1 0.2494 -1.9537 -2.5589  -1.039

***

<two>
ORCA calculation (ωB97M-V with the def2-TZVPD basis set) on a 2-piece molecular cluster, C3H13N2O overall.

## Properties
Spin multiplicity   2
Frontier orbital gap (spin up / spin down)   3.34 / 10.86 eV
HOMO level (spin up / spin down)   -0.09645 / -0.37877 Ha

Last column: natural (NBO) charge in e.
Cartesian coordinates (Å):
C1 -2.2123 1.0152 0.4546  -0.501
N1 -0.9517 1.5871 -0.0726  -1.003
H1 -2.0392 0.6337 1.4570  0.184
H2 -3.0217 1.7462 0.4950  0.185
H3 -2.5180 0.1837 -0.1770  0.190
H4 0.3364 0.4330 0.0419  0.439
H5 -0.7140 2.4028 0.4934  0.354
H6 -1.1359 1.9698 -1.0086  0.334
C2 1.1218 -1.0141 1.3464  -0.473
N2 1.1336 -0.2857 0.0558  -0.687
C3 1.0512 -1.2097 -1.1271  -0.036
O1 1.2090 -0.5200 -2.3049  -0.763
H7 0.1586 -1.5023 1.4498  0.218
H8 1.2653 -0.3011 2.1527  0.223
H9 1.9270 -1.7457 1.3536  0.212
H10 2.0135 0.2547 -0.0429  0.385
H11 1.8788 -1.9094 -1.0345  0.175
H12 0.1004 -1.7394 -1.0530  0.167
H13 0.3971 0.0012 -2.4795  0.399

***

What are the relative energies? In eV: <one> 0.000; <two> 0.454.